Computed, not measured: a cluster of 7 separate species, C24H62FNO21S7 in total, with wB97M-V/def2-TZVPD.

Computed properties:
multiplicity	1
structure (SMILES)	CCCCN(CCO)S(=O)(=O)F.CCOS(C)(=O)=O.CCOS(C)(=O)=O.CCOS(C)(=O)=O.CCOS(C)(=O)=O.CCOS(C)(=O)=O.CCOS(C)(=O)=O
Kohn-Sham gap	10.00	eV
highest occupied orbital energy	-9.8	eV
charge	0

Last column: Löwdin charge in e.
Positions of all 116 atoms, in Å:
C  -3.103  0.507  -0.833  -0.10
C  -3.702  -0.379  -1.929  -0.23
C  -5.049  0.098  -2.545  -0.18
C  -5.832  1.083  -1.694  -0.21
N  -7.090  1.515  -2.391  -0.19
C  -8.307  1.409  -1.544  -0.18
C  -8.895  0.001  -1.505  -0.22
O  -7.873  -0.981  -1.434  -0.06
S  -6.993  3.078  -2.922  0.60
O  -8.040  3.341  -3.843  -0.24
O  -6.697  4.006  -1.885  -0.24
F  -5.683  2.934  -3.763  -0.13
H  -3.770  0.590  0.026  0.06
H  -2.918  1.511  -1.229  0.08
H  -2.139  0.110  -0.515  0.04
H  -3.852  -1.390  -1.541  0.10
H  -2.975  -0.474  -2.738  0.09
H  -5.688  -0.766  -2.721  0.10
H  -4.870  0.549  -3.525  0.10
H  -6.123  0.632  -0.748  0.10
H  -5.229  1.955  -1.446  0.11
H  -9.075  2.041  -1.999  0.12
H  -8.120  1.795  -0.539  0.12
H  -9.532  -0.058  -0.613  0.12
H  -9.527  -0.163  -2.383  0.12
H  -8.293  -1.851  -1.429  0.10
C  -4.682  2.650  3.866  -0.07
C  -5.263  1.589  4.772  -0.23
O  -6.548  1.107  4.293  -0.26
S  -6.531  0.137  3.041  0.56
C  -8.156  -0.509  3.225  -0.12
O  -5.565  -0.897  3.254  -0.27
O  -6.469  0.911  1.838  -0.28
H  -4.400  2.232  2.902  0.06
H  -3.791  3.072  4.333  0.09
H  -5.402  3.449  3.690  0.09
H  -4.590  0.739  4.883  0.11
H  -5.481  1.982  5.763  0.12
H  -8.207  -1.064  4.157  0.08
H  -8.325  -1.165  2.374  0.07
H  -8.861  0.318  3.217  0.08
C  -0.871  -5.228  -1.417  -0.07
C  0.090  -4.565  -0.454  -0.24
O  0.905  -3.550  -1.099  -0.29
S  0.239  -2.130  -1.359  0.57
C  1.731  -1.253  -1.662  -0.10
O  -0.369  -1.682  -0.140  -0.28
O  -0.542  -2.175  -2.556  -0.27
H  -1.639  -4.534  -1.755  0.07
H  -1.356  -6.067  -0.919  0.08
H  -0.341  -5.599  -2.294  0.08
H  -0.426  -4.111  0.392  0.12
H  0.812  -5.280  -0.063  0.12
H  2.350  -1.287  -0.769  0.07
H  1.456  -0.226  -1.897  0.08
H  2.239  -1.711  -2.507  0.07
C  -2.038  0.266  2.988  -0.06
C  -0.617  -0.106  2.630  -0.25
O  0.346  0.612  3.439  -0.26
S  0.596  0.099  4.919  0.57
C  2.124  0.920  5.177  -0.12
O  0.796  -1.320  4.890  -0.28
O  -0.404  0.639  5.793  -0.29
H  -2.305  -0.089  3.983  0.07
H  -2.726  -0.178  2.267  0.08
H  -2.155  1.348  2.970  0.08
H  -0.436  -1.176  2.726  0.11
H  -0.382  0.179  1.609  0.10
H  2.850  0.538  4.470  0.04
H  2.432  0.711  6.200  0.08
H  1.973  1.987  5.036  0.08
C  7.313  3.828  2.551  -0.07
C  6.110  3.416  1.730  -0.25
O  6.174  2.034  1.311  -0.27
S  5.793  0.913  2.374  0.58
C  5.603  -0.419  1.245  -0.14
O  4.524  1.255  2.949  -0.28
O  6.907  0.678  3.239  -0.27
H  7.323  3.332  3.520  0.07
H  7.289  4.906  2.714  0.08
H  8.237  3.572  2.033  0.08
H  5.175  3.589  2.264  0.12
H  6.067  3.974  0.796  0.11
H  4.781  -0.187  0.574  0.07
H  5.382  -1.311  1.826  0.08
H  6.531  -0.550  0.695  0.07
C  1.872  2.441  -4.804  -0.07
C  3.284  2.100  -5.229  -0.24
O  4.281  2.851  -4.487  -0.26
S  4.621  2.359  -3.018  0.55
C  6.105  3.274  -2.796  -0.11
O  4.915  0.956  -3.055  -0.29
O  3.627  2.841  -2.110  -0.27
H  1.666  2.104  -3.790  0.07
H  1.166  1.957  -5.480  0.08
H  1.710  3.517  -4.841  0.09
H  3.499  1.036  -5.121  0.11
H  3.462  2.379  -6.265  0.12
H  6.843  2.927  -3.514  0.08
H  6.438  3.079  -1.778  0.07
H  5.886  4.330  -2.933  0.08
C  8.563  -3.744  -1.067  -0.07
C  7.471  -3.134  -1.918  -0.24
O  6.280  -3.959  -1.964  -0.26
S  5.312  -3.916  -0.706  0.58
C  3.898  -4.623  -1.471  -0.11
O  5.049  -2.543  -0.377  -0.30
O  5.797  -4.793  0.312  -0.26
H  8.287  -3.759  -0.013  0.07
H  9.476  -3.159  -1.178  0.08
H  8.763  -4.769  -1.379  0.09
H  7.192  -2.137  -1.574  0.11
H  7.778  -3.058  -2.959  0.12
H  3.561  -3.961  -2.263  0.07
H  3.139  -4.705  -0.700  0.06
H  4.160  -5.604  -1.860  0.08

---

Computed, not measured: a structure of composition C24H62MnN3O7S2, with wB97M-V/def2-TZVPD.

Computed properties:
multiplicity	6
expectation value of S²	8.76
Kohn-Sham gap (spin up / spin down)	6.62 / 6.34	eV
highest occupied orbital energy (spin up / spin down)	-10.6 / -10.6	eV
charge	+1

Last column: Löwdin charge in e.
Positions of all 99 atoms, in Å:
Mn  -1.704  2.410  1.132  1.07
O  -0.035  2.053  0.376  -0.38
H  0.747  1.561  0.098  -0.05
C  -0.384  -1.155  -2.132  -0.09
C  -0.696  -2.639  -2.132  -0.24
N  -1.754  -3.002  -1.168  -0.19
C  -1.776  -4.455  -0.983  -0.25
C  -0.630  -4.948  -0.108  -0.07
C  -3.032  -2.527  -1.693  -0.26
C  -4.219  -2.730  -0.764  -0.08
H  -1.060  -0.569  -2.760  0.07
H  0.598  -0.966  -2.570  0.06
H  -0.416  -0.736  -1.121  0.06
H  -1.023  -2.924  -3.145  0.13
H  0.212  -3.192  -1.900  0.09
H  -2.696  -4.697  -0.450  0.11
H  -1.834  -4.980  -1.950  0.13
H  0.348  -4.581  -0.420  0.05
H  -0.806  -4.600  0.913  0.07
H  -0.586  -6.036  -0.082  0.08
H  -3.265  -3.004  -2.660  0.13
H  -2.911  -1.461  -1.890  0.08
H  -5.003  -2.022  -1.036  0.07
H  -3.957  -2.637  0.290  0.07
H  -4.640  -3.725  -0.909  0.08
C  3.120  -3.166  1.083  -0.07
C  2.765  -2.377  -0.167  -0.27
N  3.899  -1.607  -0.685  -0.18
C  4.775  -2.462  -1.474  -0.26
C  6.065  -1.801  -1.914  -0.08
C  3.448  -0.416  -1.370  -0.25
C  3.121  0.726  -0.422  -0.07
H  3.432  -2.477  1.874  0.08
H  3.935  -3.872  0.941  0.07
H  2.245  -3.710  1.451  0.06
H  2.414  -3.062  -0.962  0.11
H  1.937  -1.703  0.054  0.08
H  5.076  -3.308  -0.854  0.11
H  4.241  -2.869  -2.353  0.12
H  6.700  -2.517  -2.436  0.08
H  5.925  -0.926  -2.543  0.06
H  6.646  -1.496  -1.039  0.08
H  2.560  -0.627  -2.003  0.10
H  4.168  -0.058  -2.101  0.11
H  2.432  0.444  0.388  0.05
H  2.575  1.524  -0.942  0.07
H  4.018  1.149  0.028  0.09
C  -5.375  2.962  -1.449  -0.06
C  -4.321  3.066  -0.361  -0.24
N  -3.243  2.038  -0.359  -0.25
C  -3.783  0.673  -0.137  -0.25
C  -4.586  0.511  1.146  -0.07
C  -2.532  2.034  -1.658  -0.26
C  -1.908  3.358  -2.067  -0.06
H  -6.057  3.804  -1.366  0.09
H  -5.936  2.026  -1.430  0.08
H  -4.928  2.988  -2.446  0.08
H  -3.866  4.059  -0.392  0.11
H  -4.808  3.038  0.617  0.11
H  -4.495  0.372  -0.912  0.12
H  -2.944  -0.022  -0.161  0.10
H  -5.487  1.127  1.095  0.08
H  -4.897  -0.525  1.242  0.08
H  -4.069  0.844  2.048  0.06
H  -3.197  1.687  -2.459  0.13
H  -1.761  1.265  -1.629  0.09
H  -2.642  4.162  -2.160  0.08
H  -1.514  3.244  -3.078  0.09
H  -1.092  3.661  -1.409  0.06
O  -2.774  -1.665  2.623  -0.21
S  -1.597  -0.892  2.592  0.57
O  -1.684  0.459  2.071  -0.38
O  -1.098  -0.806  4.049  -0.22
C  0.078  0.013  4.349  -0.22
C  1.207  -0.853  4.840  -0.05
C  -0.288  -1.709  1.762  -0.10
H  -0.232  0.683  5.146  0.13
H  0.379  0.578  3.465  0.10
H  1.545  -1.570  4.095  0.07
H  0.888  -1.408  5.723  0.09
H  2.030  -0.214  5.158  0.09
H  -0.009  -2.526  2.425  0.09
H  0.522  -0.993  1.644  0.07
H  -0.647  -2.113  0.811  0.05
O  4.910  3.334  2.075  -0.25
S  3.728  4.080  1.881  0.54
O  3.600  5.412  2.345  -0.25
O  3.466  4.047  0.319  -0.25
C  2.357  4.825  -0.176  -0.27
C  2.385  4.764  -1.673  -0.06
C  2.387  3.103  2.466  -0.13
H  2.400  5.853  0.180  0.12
H  1.423  4.367  0.172  0.09
H  2.216  3.748  -2.037  0.07
H  3.342  5.097  -2.073  0.09
H  1.597  5.400  -2.077  0.08
H  2.596  2.802  3.488  0.08
H  2.273  2.298  1.747  0.03
H  1.466  3.684  2.446  0.06

---

| no. | maximum force (eV Å⁻¹) | E_tot (a.u.) |
| --- | --- | --- |
| 1 | 0.626 | -5473.5471 |
| 2 | 1.639 | -3589.7014 |